Record 1
DFT (ωB97M-V/def2-TZVPD) results for C21H20BrF8IrOSTe4 as an isolated structure in a non-equilibrium geometry.

## Properties
HOMO-LUMO gap (alpha / beta): 4.8610 / 5.2282 eV
Charge: -2
Multiplicity: 5
LUMO energy (alpha / beta): 3.6 / 3.1 eV
HOMO energy (alpha / beta): -1.236 / -2.108 eV

Geometry as XYZ:
```
57
C21H20BrF8IrOSTe4 | OMol25 | ωB97M-V/def2-TZVPD
Ir -2.0357 -2.9418 -0.8231
Te -7.8467 -1.5620 -2.8916
Te -10.3435 -1.8696 -3.6128
Te -6.0380 -4.2630 -1.8373
Te -4.4338 -2.2619 -1.6460
C 3.7385 2.6713 -0.0428
C 3.6825 1.1493 -0.1810
C 4.2953 0.5395 1.0872
C 4.5329 0.7445 -1.3938
C 2.2533 0.6419 -0.3669
C 1.9991 -0.7249 -0.4058
C 0.7125 -1.1728 -0.5833
Br 0.4338 -3.0656 -0.6754
C -0.4397 -0.3499 -0.7016
O -1.6330 -0.8380 -0.7899
C -0.1621 1.0514 -0.7097
C 1.1523 1.4787 -0.5352
C -1.2278 2.1510 -0.8852
C -0.8234 3.0527 -2.0663
C -1.2891 3.0152 0.3854
C -2.6443 1.6419 -1.1752
H 4.7731 2.9850 0.1198
H 3.1406 3.0134 0.8045
H 3.3746 3.1713 -0.9430
H 5.3102 0.9203 1.2415
H 4.3526 -0.5481 1.0235
H 3.6922 0.7860 1.9610
H 5.5671 1.0842 -1.2748
H 4.1261 1.1813 -2.3084
H 4.5424 -0.3396 -1.5186
H 2.7989 -1.4505 -0.3101
H 1.3211 2.5474 -0.5265
H 0.1091 3.5898 -1.8815
H -1.6050 3.7966 -2.2457
H -0.6999 2.4613 -2.9760
H -0.3203 3.4689 0.6066
H -1.5851 2.4163 1.2435
H -2.0206 3.8188 0.2517
H -2.6753 1.0193 -2.0684
H -3.2927 2.5099 -1.3348
H -3.0393 1.0508 -0.3525
F 1.9717 0.0187 3.9940
C 0.9138 -0.5977 3.4365
C -0.1987 0.1245 3.0565
F -0.2219 1.4548 3.2536
C -1.2841 -0.5270 2.5015
F -2.3484 0.2263 2.1983
C -1.3147 -1.9052 2.2705
S -2.7237 -2.6745 1.5680
C -0.1795 -2.5980 2.6967
F -0.1162 -3.9276 2.5767
C 0.9164 -1.9662 3.2551
F 1.9990 -2.6752 3.6285
F -2.6540 -5.4001 -2.2257
C -2.2751 -4.9351 -0.9815
F -3.1529 -5.5472 -0.1308
F -1.0848 -5.6407 -0.7595
```

=====

Record 2
DFT (ωB97M-V/def2-TZVPD) results for C2H6I2N2OP as an isolated structure in a non-equilibrium geometry.

## Properties
HOMO-LUMO gap: 8.0571 eV
Charge: +1
Multiplicity: 1
LUMO energy: -4.7 eV
HOMO energy: -12.785 eV

Geometry as XYZ:
```
14
C2H6I2N2OP | OMol25 | ωB97M-V/def2-TZVPD
C 1.7054 0.9721 0.0275
C -0.3196 -0.1998 -0.2608
N 1.0871 -0.2099 -0.1156
N -0.9995 0.8432 0.5859
O 1.1079 2.0403 -0.1166
P -1.1403 -1.8422 0.1274
I 3.8227 1.0558 0.0457
I 2.0390 -2.0375 -0.0201
H -0.4340 0.0061 -1.3504
H -2.0498 0.8764 0.3168
H -0.7053 1.8997 0.4423
H -0.8246 0.4122 1.5695
H -2.3686 -1.5333 -0.1338
H -0.9204 -2.2832 -1.1176
```

=====

Record 3
DFT (ωB97M-V/def2-TZVPD) results for a 2-piece molecular cluster, C2H7OP overall in a non-equilibrium geometry.

## Properties
HOMO-LUMO gap (alpha / beta): 7.8522 / 7.9492 eV
Charge: 0
Multiplicity: 1
LUMO energy (alpha / beta): 0.6 / 0.6 eV
HOMO energy (alpha / beta): -7.277 / -7.334 eV

Geometry as XYZ:
```
11
C2H7OP | OMol25 | ωB97M-V/def2-TZVPD
C -1.4048 0.0659 -0.0323
C 0.8641 0.9792 -0.3781
O -1.5631 -1.2216 -0.3161
P 1.9270 -0.4705 -0.1189
H -1.6833 0.6269 -0.9054
H -1.4311 0.4958 0.9110
H 1.0518 1.8480 0.4195
H 0.7384 1.3797 -1.3765
H -1.5798 -1.7673 0.5421
H 0.8668 -1.4738 -0.0630
H 2.2138 -0.4623 1.3178
```

=====

Record 4
DFT (ωB97M-V/def2-TZVPD) results for one molecule with the formula C4H6FN in a non-equilibrium geometry.

## Properties
HOMO-LUMO gap: 10.4044 eV
Charge: 0
Multiplicity: 1
SMILES: C#C[C@H](F)CN
LUMO energy: 1.1 eV
HOMO energy: -9.353 eV

Geometry as XYZ:
```
12
C4H6FN | OMol25 | ωB97M-V/def2-TZVPD
C -2.4284 -0.2202 -0.3058
C -1.3584 0.2164 0.1615
C -0.0937 0.8686 0.2994
F 0.2889 1.6929 -0.7324
C 1.0521 -0.1868 0.5297
N 0.9206 -0.8123 -0.7664
H -3.3437 -0.7176 -0.4753
H -0.1955 1.5704 1.1942
H 0.7278 -0.6543 1.4517
H 1.9330 0.3407 0.9148
H 1.0690 -0.3431 -1.5498
H 1.4281 -1.7546 -0.7215
```

=====

Record 5
DFT (ωB97M-V/def2-TZVPD) results for a 11-piece molecular cluster, C44H110O22 overall in a non-equilibrium geometry.

## Properties
HOMO-LUMO gap: 9.4388 eV
Charge: 0
Multiplicity: 1
SMILES: COCCOC.COCCOC.COCCOC.COCCOC.COCCOC.COCCOC.COCCOC.COCCOC.COCCOC.COCCOC.COCCOC
LUMO energy: 0.1 eV
HOMO energy: -9.338 eV

Geometry as XYZ:
```
176
C44H110O22 | OMol25 | ωB97M-V/def2-TZVPD
C -1.0268 -4.5042 -6.9127
O -1.7647 -4.4466 -8.1440
C -2.2267 -3.1166 -8.4882
C -2.6776 -2.9280 -9.9877
O -1.4825 -2.9490 -10.8681
C -1.4517 -3.8980 -11.9478
H -0.0002 -4.2362 -7.1625
H -1.0557 -5.5510 -6.6100
H -1.1805 -3.9690 -5.9757
H -1.4491 -2.3669 -8.3416
H -3.1060 -2.9424 -7.8681
H -3.1443 -1.9430 -9.9902
H -3.3256 -3.7488 -10.2949
H -1.6854 -4.8704 -11.5144
H -0.3952 -3.8371 -12.2091
H -2.1024 -3.5586 -12.7537
C -6.2173 -3.3948 -24.1762
O -4.8777 -3.8950 -24.4190
C -4.1322 -2.9489 -25.1839
C -3.5505 -1.6673 -24.6134
O -4.6456 -0.7246 -24.4167
C -4.2453 0.3632 -23.6157
H -6.6916 -3.6979 -23.2427
H -6.8382 -3.7125 -25.0139
H -6.3307 -2.3209 -24.3241
H -4.8560 -2.7899 -25.9833
H -3.2979 -3.5001 -25.6176
H -2.6759 -1.2037 -25.0697
H -3.1072 -1.9040 -23.6462
H -3.7424 1.1808 -24.1321
H -3.6420 0.0105 -22.7793
H -5.1796 0.8115 -23.2775
C 1.4071 -5.4152 -19.5864
O 1.8992 -4.5182 -20.6344
C 2.4042 -3.3534 -20.1181
C 1.7393 -2.2399 -20.8301
O 0.3627 -1.9761 -20.3432
C 0.3303 -1.4405 -19.0233
H 0.9497 -6.3211 -19.9840
H 0.6889 -4.9309 -18.9248
H 2.2170 -5.8611 -19.0090
H 3.4631 -3.3909 -20.3738
H 2.3664 -3.2170 -19.0373
H 1.6709 -2.5116 -21.8835
H 2.2613 -1.2887 -20.7265
H -0.6805 -1.1117 -18.7819
H 1.0579 -0.6359 -18.9174
H 0.5877 -2.1706 -18.2560
C 3.5933 -6.8822 -13.3137
O 4.8749 -6.3992 -13.6490
C 5.8506 -6.5331 -12.6984
C 7.2241 -5.9434 -13.1796
O 8.1383 -6.8977 -13.7347
C 7.7184 -7.1614 -15.1391
H 3.7497 -7.8691 -12.8781
H 3.0274 -7.0312 -14.2333
H 3.1038 -6.2924 -12.5388
H 6.1051 -7.5685 -12.4720
H 5.4590 -6.0669 -11.7943
H 7.6564 -5.3940 -12.3433
H 7.1657 -5.0694 -13.8282
H 8.3618 -7.9311 -15.5655
H 7.6197 -6.4034 -15.9161
H 6.7136 -7.5826 -15.1694
C -6.1891 -0.9699 -15.8219
O -7.5870 -0.8281 -16.1511
C -7.9975 -0.8457 -17.5337
C -7.7288 -2.3563 -18.1444
O -8.6308 -3.2844 -17.5286
C -8.8695 -4.4900 -18.2443
H -5.6829 -1.8043 -16.3071
H -6.1899 -1.0567 -14.7353
H -5.6884 -0.0422 -16.0991
H -7.4242 -0.1787 -18.1775
H -8.9601 -0.3434 -17.6298
H -6.6987 -2.7106 -18.1062
H -7.7620 -2.3243 -19.2334
H -9.1602 -5.3095 -17.5870
H -8.0480 -4.8875 -18.8403
H -9.5814 -4.1676 -19.0041
C 0.6472 2.8572 -30.4456
O 0.7084 2.8592 -29.0317
C 0.6243 4.1667 -28.4038
C 1.2320 4.0148 -26.9649
O 2.5621 3.4543 -27.0269
C 3.3841 3.6922 -25.9153
H 1.5144 3.4543 -30.7278
H -0.2427 3.3208 -30.8714
H 1.0197 1.9630 -30.9453
H -0.3804 4.5864 -28.3532
H 1.3696 4.7401 -28.9551
H 0.6744 3.3760 -26.2799
H 1.3608 5.0547 -26.6647
H 3.5822 4.7102 -25.5800
H 4.3658 3.2958 -26.1747
H 3.0711 3.1989 -24.9951
C 6.2614 -0.9017 -16.4768
O 5.2929 0.0215 -16.0614
C 5.0292 -0.1077 -14.6419
C 6.1460 0.3792 -13.6646
O 7.1125 -0.6252 -13.3922
C 8.3916 -0.1567 -12.9508
H 5.8706 -1.9124 -16.3591
H 7.2236 -0.6785 -16.0159
H 6.2695 -0.7179 -17.5511
H 4.5412 -1.0619 -14.4431
H 4.3850 0.7633 -14.5221
H 5.6895 0.7493 -12.7466
H 6.6062 1.2666 -14.0993
H 8.7642 0.4564 -13.7713
H 9.0437 -1.0206 -12.8222
H 8.2851 0.4164 -12.0297
C -3.0308 -12.8468 -18.4684
O -3.7938 -11.8142 -17.9636
C -3.0094 -10.8920 -17.1410
C -3.8643 -9.7817 -16.5252
O -4.4653 -8.8560 -17.5373
C -3.5709 -8.1872 -18.4705
H -3.0548 -13.7509 -17.8600
H -2.0185 -12.4802 -18.6386
H -3.3380 -13.0449 -19.4952
H -2.1927 -10.4454 -17.7080
H -2.6720 -11.3697 -16.2211
H -3.2088 -9.0237 -16.0965
H -4.6907 -10.1373 -15.9097
H -4.3017 -7.6173 -19.0442
H -2.9838 -8.8186 -19.1375
H -2.9885 -7.4072 -17.9801
C 3.6823 -17.7668 -19.0914
O 3.4388 -16.6944 -18.1466
C 2.1265 -16.8320 -17.6099
C 1.8286 -15.8670 -16.4431
O 1.7224 -14.4868 -16.8618
C 2.8579 -13.8277 -17.4020
H 3.5654 -17.3795 -20.1035
H 3.0716 -18.6399 -18.8615
H 4.7109 -18.1272 -19.0783
H 1.8846 -17.8367 -17.2634
H 1.3480 -16.5527 -18.3200
H 2.4755 -16.0406 -15.5831
H 0.9257 -16.2984 -16.0110
H 2.4816 -12.8221 -17.5900
H 3.1647 -14.2128 -18.3745
H 3.7506 -13.6562 -16.8005
C -1.7119 -16.6062 -23.5589
O -2.7310 -16.0357 -24.3905
C -2.3549 -15.0051 -25.3042
C -2.1950 -13.5398 -24.6965
O -1.1898 -13.4251 -23.6631
C -0.9385 -12.0990 -23.1664
H -1.0611 -17.1520 -24.2420
H -2.0743 -17.3305 -22.8295
H -1.2433 -15.8326 -22.9506
H -3.0979 -14.8775 -26.0915
H -1.3985 -15.3195 -25.7220
H -3.1917 -13.2392 -24.3732
H -1.9916 -12.8178 -25.4873
H -0.6185 -11.4486 -23.9805
H -0.1158 -12.2450 -22.4665
H -1.7118 -11.5585 -22.6205
C 2.9266 -6.2829 -28.3926
O 3.6684 -6.0639 -29.5808
C 4.6666 -5.0426 -29.6122
C 4.1682 -3.6326 -29.5408
O 3.8324 -3.2650 -28.2217
C 3.1546 -2.0060 -28.0691
H 2.4443 -5.3313 -28.1692
H 3.5675 -6.5249 -27.5448
H 2.1494 -7.0418 -28.4832
H 5.1705 -5.2600 -30.5539
H 5.4421 -5.0640 -28.8465
H 3.2965 -3.4927 -30.1801
H 5.0286 -3.0194 -29.8088
H 2.2451 -2.0307 -28.6694
H 3.7227 -1.1923 -28.5199
H 3.1222 -1.7813 -27.0030
```

=====

Record 6
DFT (ωB97M-V/def2-TZVPD) results for one molecule with the formula C2H7NS2.

## Properties
HOMO-LUMO gap: 9.7922 eV
Charge: 0
Multiplicity: 1
SMILES: NCCSS
LUMO energy: 0.6 eV
HOMO energy: -9.189 eV

Geometry as XYZ:
```
12
C2H7NS2 | OMol25 | ωB97M-V/def2-TZVPD
N -2.0253 -0.7527 0.3654
C -1.1112 0.2584 -0.1450
C 0.3475 -0.1523 -0.0525
S 1.3720 0.8738 -1.1759
S 3.2624 0.4386 -0.5130
H -1.9088 -1.6132 -0.1544
H -1.8694 -0.9369 1.3491
H -1.4207 0.4773 -1.1654
H -1.2281 1.1619 0.4476
H 0.7244 0.0326 0.9505
H 0.5014 -1.1863 -0.3261
H 3.3558 1.3988 0.4200
```

=====

Summary of energy relative to the best compared isomer or geometry (same formula, charge and spin) in kJ/mol
0.0 139.7 406.4 285.6 725.2 0.0
(order as listed above)